1.
An isolated ion of composition C8H10NS and charge +1 at a distorted geometry, computed with ωB97M-V/def2-TZVPD.

Results
HOMO energy, eV: -12.55
Structure (SMILES): C#C[N@@H+](C)Cc1ccsc1
ΔE to the lowest compared entry with this formula, charge and spin, kcal/mol: 88.9
Total charge: +1
E, a.u.: -763.3684

Element x y z (Å)
S 2.675 1.563 -1.869
N -0.938 0.078 0.759
C 1.038 -0.220 -0.886
C 2.296 -0.871 -0.991
C -1.462 -0.422 2.103
C 1.123 1.102 -1.267
C -2.043 0.790 0.248
C -3.049 1.119 -0.300
C -0.195 -0.907 -0.187
C 3.212 -0.016 -1.474
H 0.137 -1.841 0.397
H -1.000 -1.312 -0.879
H -0.672 -0.778 2.674
H 4.233 -0.277 -1.327
H -1.862 0.456 2.785
H 0.518 1.920 -1.258
H -2.219 -1.183 1.930
H 2.532 -1.897 -0.842
H -3.849 1.732 -0.675
H -0.473 0.964 1.056


2.
An isolated ion of composition C5H6BrINO and charge +1 at a distorted geometry, computed with ωB97M-V/def2-TZVPD.

Results
HOMO energy, eV: -12.55
Structure (SMILES): [NH3+][C@@]1(I)C=CC(Br)=CO1
ΔE to the lowest compared entry with this formula, charge and spin, kcal/mol: 11.7
Total charge: +1
E, a.u.: -3195.4997

Element x y z (Å)
I -0.159 2.841 0.464
Br -2.762 -0.076 -3.384
O -1.356 0.058 0.477
N 0.693 -0.005 1.455
C -2.190 0.075 -0.605
C 0.594 0.143 -0.975
C -0.238 -0.117 -2.017
C -0.035 0.549 0.277
C -1.672 -0.018 -1.862
H 1.596 0.176 -1.113
H -0.059 0.187 2.243
H -3.217 0.148 -0.379
H 0.069 -0.415 -2.932
H 0.797 -1.050 1.265
H 1.663 0.480 1.386


3.
C25H37As2BN3O7STc as an isolated structure at a distorted geometry, computed with ωB97M-V/def2-TZVPD.

Results
HOMO energy (alpha / beta), eV: -10.54 / -10.16
2S+1: 2
ΔE to the lowest compared entry with this formula, charge and spin, kcal/mol: 19.7
Total charge: +1
E, a.u.: -6641.1832

Element x y z (Å)
Tc 1.301 -0.358 0.998
As 2.373 0.089 -1.692
As 0.921 -2.606 0.096
S 0.369 0.136 3.631
O -0.414 1.173 0.684
O -0.947 3.208 1.526
O 3.706 4.844 3.028
O 5.246 -0.037 1.793
O -2.598 0.392 -0.089
O 3.232 -0.858 1.299
O -1.671 2.224 -1.064
N -0.896 -2.104 4.189
N -1.928 -0.110 4.816
N 2.062 1.379 1.542
C -3.641 0.914 -0.950
C -0.094 2.381 1.325
C -3.617 3.392 -1.835
C 1.512 -4.034 -2.362
C 1.601 -2.783 -1.752
C 2.763 -1.990 -3.702
C 4.156 0.649 -2.353
C -4.741 1.469 -0.043
C 3.195 3.702 2.551
C -4.204 -0.232 -1.785
C -0.851 -3.468 -0.039
C 3.351 1.411 1.878
C 4.052 0.081 1.659
C -3.006 -0.712 5.568
C 1.241 1.063 -2.984
C 3.965 2.541 2.376
C 2.049 -4.270 -3.615
C 2.691 -3.242 -4.284
C -2.528 1.622 -3.201
C -2.906 2.043 -1.779
C 1.311 2.481 1.700
C 1.890 -4.101 0.930
C 1.844 3.662 2.213
C -0.904 -0.761 4.258
C 2.225 -1.737 -2.442
B -1.563 1.260 -0.132
H -1.489 -2.893 -0.708
H 1.334 2.133 -2.785
H 2.926 -3.804 1.094
H -3.798 3.789 -0.842
H 1.013 -4.848 -1.844
H -0.786 -4.499 -0.393
H -2.625 -1.219 6.459
H -3.557 -1.425 4.952
H -3.415 -0.803 -2.263
H -0.029 -2.543 3.921
H -4.878 0.156 -2.542
H -1.580 -2.663 4.672
H -4.554 3.309 -2.376
H 1.975 -5.250 -4.063
H -5.143 0.669 0.574
H 1.520 0.863 -4.018
H -3.406 1.561 -3.833
H 4.205 0.756 -3.437
H 1.215 4.525 2.342
H -1.309 -3.465 0.954
H -4.339 2.233 0.618
H 3.259 -1.191 -4.239
H -2.017 0.663 -3.200
H -4.758 -0.902 -1.134
H -1.855 0.896 4.811
H 0.201 0.783 -2.829
H -5.546 1.888 -0.640
H 3.134 -3.417 -5.253
H 4.900 -0.077 -2.022
H -1.853 2.372 -3.606
H 1.867 -4.991 0.299
H 4.403 1.612 -1.899
H -3.693 0.067 5.885
H 4.650 4.752 3.222
H 5.013 2.501 2.629
H 1.441 -4.345 1.895
H -2.972 4.094 -2.359


4.
A 3-piece molecular cluster, CHN3O4 overall at a distorted geometry, computed with ωB97M-V/def2-TZVPD.

Results
HOMO energy (alpha / beta), eV: -9.41 / -9.25
ΔE to the lowest compared entry with this formula, charge and spin, kcal/mol: 2.4
E, a.u.: -503.7126

Element x y z (Å)
O -1.279 -2.017 0.765
O 1.201 -0.545 -1.171
O 2.803 0.572 0.834
O 0.802 1.295 0.265
N -2.094 0.051 0.037
N 0.210 -0.034 -1.427
N 1.780 0.623 0.251
C -1.602 -0.955 0.445
H -1.821 1.010 0.001


5.
C48H43HfN8OS3Sb as an isolated structure, computed with ωB97M-V/def2-TZVPD.

Results
HOMO energy, eV: -12.95
ΔE to the lowest compared entry with this formula, charge and spin, kcal/mol: 0.0
Total charge: +2
E, a.u.: -3850.7668

Element x y z (Å)
Hf 0.153 -0.171 1.427
Sb 0.234 -0.439 -3.106
S 1.111 0.308 -1.103
S 2.948 -3.783 -0.828
S 2.337 -1.704 1.276
O 1.906 1.328 1.466
N -1.713 3.000 1.928
N -1.602 1.131 0.423
N 1.267 0.528 4.654
N 0.363 -1.341 3.459
N -0.326 -2.254 0.362
N -2.056 -1.060 1.947
N -0.308 1.332 2.983
N 0.593 -2.981 -0.346
C -2.274 -2.184 -3.061
C 0.118 -2.670 3.478
C -0.961 2.326 -3.389
C -0.884 -2.215 -3.128
C -3.816 -2.538 1.271
C -1.941 0.708 -4.897
C 4.550 -3.304 -0.159
C -2.197 0.511 -0.623
C -2.193 2.249 0.886
C 1.098 -0.827 4.462
C 0.550 2.810 4.591
C -0.891 2.587 2.817
C -3.943 2.113 -0.764
C -1.800 3.304 -3.901
C -3.353 2.769 0.281
C 1.865 -0.740 -4.370
C -2.517 -2.070 1.185
C 1.688 -1.650 5.429
C -0.936 -4.605 -3.337
C -1.528 -2.699 0.315
C -0.382 3.507 3.848
C 3.940 2.541 1.413
C 3.370 1.145 1.532
C 4.147 -1.391 -4.691
C 1.452 -3.002 5.414
C 1.704 -0.559 -5.740
C 0.561 1.430 4.083
C 2.778 -0.799 -6.584
C -2.779 1.693 -5.402
C 3.081 -1.150 -3.836
C -4.197 -0.929 2.992
C -2.993 -3.371 -3.119
C 0.615 -3.523 4.427
C 1.634 2.708 1.027
C -1.035 1.030 -3.889
C 1.241 3.400 5.633
C 0.964 4.737 5.892
C 0.021 5.442 5.141
C -2.883 -0.510 2.835
C -0.212 -3.424 -3.276
C 3.994 -1.216 -6.059
C -3.348 0.937 -1.224
C 2.945 3.199 0.460
C -2.706 2.987 -4.904
C 1.822 -2.776 0.039
C -4.675 -1.951 2.191
C -2.321 -4.578 -3.252
C -0.674 4.834 4.102
H -3.768 0.388 -2.054
H 3.198 -1.275 -2.766
H 2.293 -1.176 6.187
H -0.418 -5.548 -3.453
H -1.772 -3.572 -0.285
H -0.489 -3.057 2.675
H 4.747 -2.248 -0.329
H -3.745 3.690 0.685
H -2.800 -1.242 -3.003
H 3.085 2.836 -0.559
H -1.409 5.369 3.517
H -2.473 0.290 3.436
H 3.939 3.049 2.379
H 1.352 3.287 1.905
H 1.960 2.842 6.216
H -0.172 6.480 5.377
H -0.258 2.565 -2.600
H -4.075 -3.349 -3.089
H -4.842 2.500 -1.226
H -4.824 -0.454 3.732
H 4.617 -3.537 0.900
H 3.588 0.637 2.469
H 5.099 -1.710 -4.289
H 0.760 -0.225 -6.154
H -2.006 -0.301 -5.287
H 4.958 2.520 1.032
H 4.828 -1.403 -6.721
H -3.357 3.753 -5.304
H 2.667 -0.658 -7.651
H -2.882 -5.502 -3.312
H 3.657 0.521 0.688
H -1.743 4.316 -3.522
H -5.695 -2.295 2.286
H 0.870 -3.453 -3.341
H -4.136 -3.354 0.638
H 2.997 4.286 0.461
H 0.814 2.673 0.310
H 1.893 -3.646 6.162
H 5.274 -3.905 -0.706
H -3.482 1.452 -6.187
H 0.374 -4.575 4.383
H 1.483 5.243 6.695
H -1.711 -0.390 -0.972


6.
A 3-piece molecular cluster, C18H22F6N2O11S2 overall at a distorted geometry, computed with ωB97M-V/def2-TZVPD.

Results
HOMO energy, eV: -9.31
Structure (SMILES): O=NO[C@@H]1[C@H](C[SH](=O)=O)CS(=O)(=O)O[C@@H]1c1ccccn1.CCOC(=O)C(F)(F)F.CCOC(=O)C(F)(F)F
E, a.u.: -3031.2232

Element x y z (Å)
S 0.714 -4.032 -5.509
S -2.748 -3.237 -7.129
F 1.383 0.605 5.735
F 2.050 4.397 0.211
F 1.856 2.625 6.406
F 3.118 2.699 -0.646
F 4.173 4.120 0.625
F 1.788 0.985 7.842
O 2.218 -4.083 -5.032
O -3.123 0.946 -4.930
O 2.859 3.338 2.864
O 0.388 -5.520 -5.925
O -0.332 -3.542 -4.256
O -2.073 -4.593 -7.447
O -4.060 -3.195 -8.007
O -0.503 2.392 8.194
O 2.169 1.484 1.701
O -1.225 1.541 6.189
O -2.076 -0.837 -4.936
N -1.971 -2.246 -2.211
N -2.142 0.424 -4.425
C -0.620 -1.102 -5.187
C -0.007 -2.108 -4.049
C 0.663 -2.824 -6.936
C -1.853 2.756 8.518
C 0.437 -0.926 -1.548
C -0.341 -1.545 -6.739
C 2.993 3.451 0.485
C 1.165 1.498 6.742
C -1.693 -1.035 0.326
C -0.142 -0.545 -0.029
C 3.643 1.777 4.547
C 2.515 2.686 4.095
C -0.587 -1.753 -2.520
C 2.633 2.622 1.717
C -2.597 1.569 9.100
C -1.758 -1.723 -7.610
C -2.469 -1.883 -0.841
C -0.317 1.783 6.980
H 1.731 -2.396 -7.163
H -0.096 -0.044 -5.012
H 1.569 2.140 4.002
H 3.419 1.338 5.524
H -2.689 0.763 8.366
H 1.520 -0.634 -1.925
H 0.554 0.040 0.708
H -2.134 -0.745 1.380
H -1.796 3.555 9.265
H -3.571 -2.252 -0.566
H -1.414 -1.888 -8.735
H -3.601 1.861 9.422
H 4.583 2.334 4.615
H -2.386 -0.717 -7.554
H 1.170 -1.914 -4.026
H 0.298 -3.405 -7.901
H -2.371 3.169 7.645
H -2.055 1.158 9.958
H 3.805 0.965 3.831
H 2.359 3.473 4.840
H -3.223 -3.152 -5.781
H 0.201 -0.615 -7.256